{"formula": "C41H68N6O16S", "method": "ωB97M-V/def2-TZVPD", "elements": ["C", "C", "O", "C", "O", "O", "H", "H", "H", "H", "C", "C", "O", "C", "O", "O", "H", "H", "H", "H", "C", "C", "O", "C", "O", "O", "H", "H", "H", "H", "C", "C", "O", "C", "O", "O", "H", "H", "H", "H", "C", "C", "O", "C", "O", "O", "H", "H", "H", "H", "C", "C", "C", "C", "N", "H", "H", "H", "H", "H", "H", "H", "C", "C", "C", "C", "N", "H", "H", "H", "H", "H", "H", "H", "C", "C", "C", "C", "N", "H", "H", "H", "H", "H", "H", "H", "C", "C", "C", "C", "N", "H", "H", "H", "H", "H", "H", "H", "C", "C", "C", "C", "N", "H", "H", "H", "H", "H", "H", "H", "C", "C", "C", "C", "N", "H", "H", "H", "H", "H", "H", "H", "C", "S", "O", "C", "H", "H", "H", "H", "H", "H"], "xyz": [[-7.612759, 20.913986, 1.962392], [-8.866720, 21.067033, 1.076589], [-9.703145, 20.022184, 1.532406], [-9.006523, 19.155245, 2.283328], [-9.441057, 18.107364, 2.638505], [-7.781096, 19.631837, 2.551352], [-7.445749, 21.692062, 2.704024], [-6.739046, 20.879718, 1.310980], [-8.602530, 20.998515, 0.021410], [-9.338544, 22.042340, 1.191714], [-12.094116, 21.361322, -9.111060], [-10.642004, 21.813148, -9.076115], [-10.268753, 21.601826, -7.711416], [-11.377220, 21.456396, -6.966828], [-11.409047, 21.370327, -5.781528], [-12.477588, 21.389180, -7.734399], [-12.229349, 20.325393, -9.428869], [-12.718473, 21.983168, -9.749272], [-10.537256, 22.889843, -9.222587], [-10.064622, 21.269324, -9.819124], [-10.584842, 23.902449, 5.078011], [-9.691196, 22.686281, 4.993194], [-10.250327, 21.957165, 3.898066], [-11.232230, 22.658865, 3.295813], [-11.765569, 22.332002, 2.287997], [-11.478348, 23.809945, 3.965996], [-10.064090, 24.859014, 5.053318], [-11.130032, 23.915483, 6.024620], [-9.731461, 22.050248, 5.872500], [-8.674929, 22.969024, 4.714999], [-8.138010, 24.527773, -4.719457], [-8.734760, 23.133507, -4.879851], [-8.416521, 22.540361, -3.615850], [-8.164111, 23.497091, -2.704100], [-8.056553, 23.282426, -1.534697], [-8.083856, 24.692243, -3.299169], [-8.603661, 25.393202, -5.182677], [-7.104077, 24.541040, -5.085629], [-8.309477, 22.598522, -5.722792], [-9.826214, 23.117381, -4.914978], [-16.151617, 23.056018, 0.715454], [-15.829683, 24.529179, 0.451570], [-16.875585, 25.269768, 1.074344], [-17.742116, 24.409740, 1.660295], [-18.720200, 24.724017, 2.258895], [-17.346305, 23.134048, 1.495165], [-15.345414, 22.531105, 1.218171], [-16.394339, 22.603179, -0.242500], [-15.853878, 24.791541, -0.607566], [-14.853613, 24.819660, 0.840613], [-17.382880, 21.172192, -5.471074], [-16.311868, 20.741037, -4.482568], [-14.898049, 21.189526, -4.902115], [-14.810152, 22.643216, -5.062449], [-14.740394, 23.788187, -5.132472], [-17.251728, 20.602874, -6.396995], [-17.459325, 22.241677, -5.634015], [-18.341813, 20.773530, -5.122863], [-16.240607, 19.656542, -4.378865], [-16.557979, 21.106476, -3.483552], [-14.511651, 20.662159, -5.771539], [-14.195829, 20.999502, -4.081847], [-12.100405, 26.579766, -4.394104], [-12.043707, 27.167608, -5.795245], [-12.944811, 26.454628, -6.804485], [-14.323604, 26.943745, -6.744944], [-15.403475, 27.335266, -6.735224], [-13.110428, 26.420545, -4.015693], [-11.661218, 27.265676, -3.666597], [-11.532158, 25.648834, -4.377059], [-11.000052, 27.166757, -6.138038], [-12.189432, 28.252801, -5.836685], [-12.916695, 25.385304, -6.588103], [-12.595338, 26.628888, -7.823408], [-14.807060, 18.006104, 1.269812], [-13.779980, 17.416788, 2.251729], [-12.318867, 17.789811, 1.991906], [-11.884202, 17.681800, 0.609683], [-11.571311, 17.600343, -0.492590], [-14.631058, 17.671492, 0.247362], [-14.847312, 19.089482, 1.371403], [-15.788919, 17.606391, 1.534472], [-13.853395, 16.327709, 2.220313], [-14.077201, 17.768551, 3.239267], [-11.673148, 17.248719, 2.674238], [-12.179164, 18.859861, 2.196593], [-18.276687, 17.521460, -0.699016], [-17.670956, 18.682124, -1.509712], [-17.769319, 20.021149, -0.774771], [-19.138645, 20.326847, -0.343647], [-20.228597, 20.558641, -0.062500], [-19.362865, 17.497397, -0.746080], [-18.019619, 17.693979, 0.348784], [-17.817899, 16.593848, -1.032487], [-18.089974, 18.793297, -2.509568], [-16.598084, 18.500722, -1.606992], [-17.471689, 20.849470, -1.415808], [-17.176074, 20.014625, 0.140546], [-8.330398, 19.542976, -2.444832], [-9.303774, 19.583190, -3.617120], [-9.785425, 18.176960, -3.933847], [-10.691821, 18.140464, -5.085057], [-11.428551, 18.160512, -5.963019], [-8.820451, 19.168712, -1.538060], [-7.963758, 20.544411, -2.224421], [-7.510108, 18.828314, -2.546246], [-8.969418, 20.101256, -4.513202], [-10.192418, 20.133640, -3.297116], [-10.371852, 17.747679, -3.115065], [-8.969912, 17.494537, -4.189914], [-12.006359, 23.049084, -2.527774], [-11.514274, 22.192988, -1.373978], [-12.157829, 20.801561, -1.286662], [-13.609430, 20.743821, -1.101010], [-14.741841, 20.713294, -0.916026], [-11.798368, 22.487918, -3.453287], [-11.427944, 23.966036, -2.655786], [-13.075906, 23.242477, -2.599640], [-11.740387, 22.679648, -0.418284], [-10.433157, 22.044402, -1.372308], [-11.733876, 20.369923, -0.371868], [-11.836705, 20.094464, -2.051353], [-12.265978, 26.402484, 2.077601], [-12.110578, 25.836124, 0.341203], [-12.001473, 27.036176, -0.541149], [-10.397494, 25.228353, 0.400422], [-11.334853, 26.274317, 2.622701], [-13.058099, 25.849418, 2.582448], [-12.596529, 27.439464, 2.044986], [-10.345738, 24.533847, 1.244313], [-9.684341, 26.032907, 0.569224], [-10.210359, 24.729131, -0.546382]], "forces_ev_per_a": [[0.3, 0.1, -1.1], [0.7, 1.0, 0.4], [-0.4, 0.1, -0.5], [-0.2, -0.1, -0.2], [0.3, -0.1, 0.3], [0.2, -0.1, 0.4], [-0.3, -0.1, 0.2], [0.1, 0.0, 0.2], [-0.2, -0.5, 0.0], [-0.3, -0.2, 0.2], [-0.1, -0.6, -0.1], [-0.5, 0.6, -0.1], [0.5, -0.4, -0.1], [-0.6, -0.4, 0.1], [0.3, 0.3, 0.3], [-0.2, 0.5, -0.2], [0.3, 0.0, -0.2], [-0.1, 0.2, 0.4], [-0.1, -0.1, -0.4], [0.5, -0.1, 0.5], [-0.4, 0.8, 1.0], [0.2, 0.0, -0.6], [-0.1, -0.3, -0.2], [0.4, 0.2, 0.2], [-0.3, 0.0, -0.2], [0.2, -0.3, 0.1], [0.1, -0.1, -0.4], [-0.4, -0.1, -0.3], [0.2, 0.1, 0.0], [0.1, -0.2, 0.3], [1.0, -0.1, -0.2], [-0.8, 0.7, 0.2], [0.4, -0.4, 0.0], [-0.2, -0.3, -0.3], [0.1, 0.1, 0.1], [-0.1, 0.5, 0.3], [-0.6, -0.2, 0.2], [0.0, -0.1, 0.1], [0.0, -0.3, 0.2], [0.1, 0.1, -0.4], [-0.5, 0.8, -0.7], [0.5, 0.4, -0.5], [-0.1, -0.3, 0.3], [-0.2, 0.1, 0.3], [0.2, 0.1, -0.1], [0.3, -0.5, 0.1], [-0.2, -0.2, 0.2], [0.1, -0.5, 0.2], [0.1, -0.2, 0.0], [-0.1, 0.1, 0.2], [-0.5, -1.6, 0.0], [0.5, 0.2, -0.1], [0.1, 0.4, 1.0], [0.0, 0.0, -0.3], [0.1, 0.0, 0.0], [0.2, 0.5, -0.3], [0.1, 0.1, 0.0], [-0.1, 0.4, 0.2], [-0.3, 0.0, -0.2], [0.2, 0.2, 0.0], [-0.1, 0.1, -0.2], [0.0, -0.3, -0.1], [0.0, 0.6, 0.3], [0.8, 0.8, -0.2], [0.2, 0.2, 0.1], [-0.2, -0.3, 0.0], [0.2, 0.0, 0.0], [-0.1, -0.2, -0.3], [0.2, -0.1, -0.1], [-0.2, -0.1, 0.1], [-0.1, -0.6, -0.1], [-0.7, -0.1, 0.3], [-0.2, -0.1, -0.2], [0.0, -0.1, 0.0], [0.0, -0.6, 0.5], [-0.5, -0.1, -0.7], [-0.5, 1.1, 0.4], [0.0, -0.7, -0.2], [0.1, 0.1, -0.1], [0.2, 0.4, -0.1], [0.0, 0.0, -0.4], [0.0, 0.1, 0.1], [-0.1, 0.0, 0.2], [0.3, -0.2, 0.2], [0.3, 0.0, -0.2], [0.0, -0.1, 0.3], [0.4, 0.7, -0.2], [0.3, 0.0, 0.5], [-0.8, 0.1, 0.3], [-0.4, 0.0, -0.2], [0.1, -0.1, 0.0], [0.0, -0.1, -0.2], [0.1, -0.3, 0.0], [-0.3, -0.2, 0.1], [-0.1, -0.2, 0.0], [0.0, 0.0, -0.2], [0.3, 0.0, 0.1], [0.3, 0.1, -0.2], [0.0, -0.1, 0.4], [-0.5, -0.2, 0.7], [-0.4, -0.6, -0.7], [0.0, 0.3, 0.1], [-0.1, -0.1, -0.3], [-0.4, 0.2, -0.1], [0.2, -0.1, 0.0], [0.2, 0.3, -0.5], [0.4, -0.1, 0.0], [0.1, 0.2, -0.1], [0.4, 0.0, 0.2], [0.1, 0.1, 0.3], [0.8, -0.8, -1.3], [-1.0, 0.3, 0.5], [0.6, -0.4, 0.9], [0.4, 0.3, -0.3], [-0.1, 0.0, -0.1], [0.0, 0.1, 0.0], [-0.3, 0.2, 0.3], [0.0, 0.2, 0.6], [0.1, 0.1, 0.0], [0.0, 0.1, -0.3], [-0.2, -0.2, 0.0], [-0.3, 0.2, -0.3], [-0.2, 0.0, -0.1], [0.8, 0.4, -0.3], [-0.4, -0.1, 0.2], [-0.5, -0.3, 0.7], [0.0, 0.2, 0.0], [0.1, -0.2, -0.1], [0.3, 0.1, -0.2], [0.1, -0.2, -0.2], [-0.2, 0.3, -0.1], [0.1, 0.0, 0.1]], "charge": 0, "max_force_ev_per_a": 1.7, "total_energy_ha": -3533.6062}

***

{"formula": "C4H17N4Si", "method": "ωB97M-V/def2-TZVPD", "elements": ["C", "C", "C", "C", "N", "N", "N", "N", "Si", "H", "H", "H", "H", "H", "H", "H", "H", "H", "H", "H", "H", "H", "H", "H", "H", "H"], "xyz": [[0.880495, 1.740208, -2.583691], [1.632088, -0.012386, 2.640903], [-1.662465, 1.986026, -0.017086], [-1.941306, -3.038528, -0.319534], [1.241246, 0.694610, -1.557315], [1.927653, 0.079365, 1.187327], [-0.530547, 1.505772, 0.685570], [-0.583013, -2.513092, 0.018762], [0.807843, 0.748949, 0.082252], [-0.093759, 1.500066, -2.991458], [0.822970, 2.792463, -2.168639], [1.570742, 1.768667, -3.419910], [1.372307, 1.023645, 3.066932], [0.655565, -0.438411, 2.792589], [2.436114, -0.587221, 3.302067], [-2.656720, 1.539106, 0.368239], [-1.777564, 3.033408, 0.062360], [-1.380776, 1.700147, -0.966260], [-2.109914, -2.923311, -1.414979], [-1.897235, -4.075586, -0.044680], [1.643904, -0.023379, -2.073494], [3.000060, 0.013537, 1.160231], [-0.317771, -2.958906, 0.898153], [-2.602363, -2.290279, 0.262150], [0.158774, -3.025540, -0.620173], [-0.596329, 1.760669, 1.649685]], "forces_ev_per_a": [[-0.8, 1.0, 1.0], [-0.3, 1.0, 1.7], [-2.4, -1.0, 1.1], [0.6, 2.4, 0.1], [-1.4, 2.9, 0.9], [1.6, 0.2, 0.7], [1.2, -0.2, 1.4], [2.7, -1.3, -1.7], [2.2, -1.6, -0.3], [-0.2, 0.1, -0.2], [0.2, -1.3, -0.2], [0.4, -0.2, 0.2], [1.3, -1.2, -0.3], [-0.2, -1.1, 0.0], [-1.7, 1.4, -1.8], [1.7, 0.3, -0.9], [0.1, 1.2, 0.0], [-0.9, -0.2, -2.7], [-0.1, -0.1, 0.9], [-1.2, -0.4, 0.2], [0.9, -1.9, 0.0], [-2.5, 0.4, -1.2], [-0.2, 0.4, 0.2], [0.3, -2.0, -0.9], [-1.9, 1.4, 1.3], [0.6, -0.2, 0.7]], "relative_energy_ev": 0.0000, "charge": 1, "max_force_ev_per_a": 3.4, "total_energy_ha": -670.8771}

***

{"formula": "H20O10", "method": "ωB97M-V/def2-TZVPD", "elements": ["O", "H", "H", "O", "H", "H", "O", "H", "H", "O", "H", "H", "O", "H", "H", "O", "H", "H", "O", "H", "H", "O", "H", "H", "O", "H", "H", "O", "H", "H"], "xyz": [[1.037600, 18.955860, -11.929370], [0.201480, 19.382610, -12.116470], [1.698300, 19.593390, -12.200030], [2.922720, 22.223470, -12.999200], [2.151150, 21.776820, -12.650760], [2.675530, 22.469360, -13.890640], [5.873190, 21.834310, -12.309110], [5.513060, 22.016630, -13.177040], [6.688790, 21.363940, -12.481670], [2.927390, 17.995540, -12.777000], [3.197020, 18.808420, -13.204490], [2.050940, 18.180980, -12.439810], [2.378790, 20.455620, -14.924190], [2.483060, 21.407070, -14.934530], [2.642610, 20.175750, -15.800720], [5.026890, 22.104220, -14.074000], [4.245440, 22.522570, -14.435330], [5.626390, 22.033360, -14.816840], [5.786650, 19.742790, -14.455110], [5.584460, 20.560350, -14.000190], [6.032110, 19.134580, -13.757930], [3.243330, 20.023490, -13.170200], [2.740950, 20.245910, -13.954020], [4.068930, 20.497060, -13.271900], [0.300460, 19.676720, -14.097990], [0.009660, 18.960530, -14.662560], [1.244660, 19.730510, -14.245680], [4.365970, 20.979500, -11.181640], [5.206540, 21.226800, -11.567020], [3.738660, 21.063860, -11.899690]], "forces_ev_per_a": [[-2.2, 1.3, 2.6], [-0.3, -0.2, -0.1], [0.2, 0.5, 0.6], [-1.0, 3.1, -0.2], [-0.4, 0.0, 0.4], [-0.9, 1.0, 0.4], [9.1, 1.4, 2.8], [1.3, 1.0, 3.8], [0.9, 0.1, 0.4], [0.8, -6.0, -0.3], [0.7, -1.6, 0.3], [0.5, -1.6, -0.2], [-2.5, 3.6, -10.7], [-0.5, 0.0, -0.5], [0.1, -0.7, -0.5], [-4.8, 2.4, -11.6], [0.1, 0.5, 0.3], [0.7, 0.1, -0.7], [0.4, -0.1, -0.5], [0.2, -1.2, 0.1], [0.0, -0.5, 0.2], [3.3, 2.3, 4.1], [1.9, -1.3, 2.9], [-0.3, -0.6, 0.3], [-1.6, 0.4, -0.7], [-0.2, -0.3, 0.0], [-1.2, -0.7, 0.1], [-4.4, -2.1, 3.9], [-0.4, -0.4, 1.3], [0.4, -0.2, 1.5]], "relative_energy_ev": 16.2097, "charge": 0, "max_force_ev_per_a": 12.8, "total_energy_ha": -763.8862}